Record 1
Entry from the Open Molecules 2025 dataset: a molecular structure, C16H16BrFeN5O2S4Sb in a non-equilibrium geometry (the ωB97M-V functional and the def2-TZVPD basis).

* charge: -2
* Kohn-Sham gap (alpha / beta): 4.269 / 4.389 eV
* E_tot: -6714.470338 Eh
* energy above the lowest of the compared OMol25 structures with the same formula, charge and spin: 86.5 kJ/mol
* multiplicity: 6
* <S²>: 8.781

Geometry as XYZ:
```
46
Properties=species:S:1:pos:R:3:forces:R:3
Fe -1.564168 1.572115 0.171679 -0.74 0.02 0.07
C 3.509558 1.581429 3.419653 -0.17 0.09 0.10
C 2.330526 2.520673 3.670351 0.14 -0.23 -0.11
N 1.047028 1.824877 3.675082 0.23 0.05 -0.24
C 0.396835 1.534833 2.495795 -1.21 0.08 0.10
S -1.332334 1.487261 2.581540 0.60 -0.10 0.26
N 1.125981 1.340194 1.420910 0.97 0.12 0.27
N 0.422475 1.183092 0.294275 1.18 -0.95 -0.67
C 1.041976 0.785631 -0.778832 0.56 0.26 1.32
C 2.510474 0.472775 -0.773364 -0.08 0.02 -0.18
C 0.259211 0.682464 -1.982290 -0.98 -0.01 -1.11
C 0.753311 0.106767 -3.164649 0.30 0.08 0.55
C -0.062699 -0.007681 -4.265908 -0.45 0.08 -0.23
C -1.367869 0.473550 -4.202475 0.45 -0.12 -0.01
C -1.784030 1.040298 -3.010115 -0.38 0.22 0.00
N -1.012757 1.149389 -1.944026 0.88 -0.55 0.15
H 4.454772 2.127597 3.485726 -0.01 -0.02 -0.01
H 3.409832 1.146006 2.429799 0.06 -0.04 -0.03
H 3.508616 0.776166 4.156855 0.04 0.00 0.00
H 2.331892 3.315031 2.915793 -0.04 -0.02 0.02
H 2.445483 2.983042 4.652438 -0.06 0.05 0.00
H 0.375855 2.160698 4.345212 0.04 0.04 0.10
H 2.867570 0.482203 0.250976 0.00 -0.01 -0.01
H 3.066942 1.221403 -1.346415 0.02 -0.03 -0.02
H 2.706651 -0.508348 -1.212158 0.01 0.00 0.00
H 1.766166 -0.272562 -3.187030 -0.02 0.01 -0.04
H 0.300303 -0.479865 -5.171194 0.05 0.02 0.01
H -2.038207 0.403625 -5.047192 -0.04 0.01 0.02
H -2.791978 1.426364 -2.893956 0.02 -0.03 0.09
S -3.600870 5.185302 1.680999 -0.10 0.06 0.11
Sb -3.083755 4.076657 -0.270893 -0.71 1.14 -0.28
S -3.724904 1.725141 0.062173 -0.84 0.13 -0.14
S -0.699735 3.749160 -0.187850 0.06 0.14 -0.07
Br -2.196320 -6.980673 0.282833 0.06 0.14 -0.03
C -1.453476 -5.248893 -0.076393 -0.15 -0.28 0.08
C -0.176481 -5.174814 -0.598878 0.13 0.12 -0.06
N 0.407343 -4.008488 -0.863852 -0.04 -0.04 0.00
C -0.288131 -2.898380 -0.606641 0.11 -0.05 0.00
C -1.580332 -2.889423 -0.096668 -0.15 -0.10 0.01
C -2.186476 -4.108209 0.179808 0.19 0.13 -0.08
C -2.346523 -1.579986 0.138191 0.03 0.28 0.06
O -3.545891 -1.674765 0.383885 0.05 -0.10 0.02
O -1.606744 -0.557794 0.036755 0.13 -0.62 -0.08
H 0.396823 -6.069444 -0.814054 -0.05 -0.04 0.04
H 0.200370 -1.953927 -0.812387 -0.05 0.03 0.02
H -3.192321 -4.120512 0.576498 -0.02 0.02 -0.02
```
Positions in Å, forces in eV/Å.



Record 2
Entry from the Open Molecules 2025 dataset: 10 unconnected molecules or ions with the total composition C20H60O10 in a non-equilibrium geometry (the ωB97M-V functional and the def2-TZVPD basis).

* charge: 0
* SMILES string: CCO.CCO.CCO.CCO.CCO.CCO.CCO.CCO.CCO.CCO
* Kohn-Sham gap: 10.381 eV
* E_tot: -1550.172169 Eh
* energy above the lowest of the compared OMol25 structures with the same formula, charge and spin: 430.8 kJ/mol
* multiplicity: 1

Geometry as XYZ:
```
90
Properties=species:S:1:pos:R:3:forces:R:3
C -8.832070 5.638920 5.838540 -1.25 -0.75 0.26
C -9.404900 4.365510 6.562520 0.25 2.90 -0.10
O -8.736810 3.246060 6.037830 -0.59 -0.05 0.45
H -9.135660 5.554370 4.795090 0.95 -0.38 -0.35
H -7.773640 5.783150 6.055360 -0.06 -0.15 -0.48
H -9.367420 6.563320 6.055300 -0.04 -0.05 0.89
H -10.490790 4.416140 6.482670 -0.29 -0.68 -0.86
H -9.327260 4.516350 7.639230 0.84 -0.41 0.33
H -9.075780 2.505690 6.546300 0.19 -0.43 -0.14
C -17.195960 6.463360 -0.450860 2.09 -0.90 -1.34
C -16.328140 5.940320 -1.666590 -1.89 -0.24 -0.23
O -15.792080 7.025910 -2.399410 -0.09 -0.01 -0.20
H -16.522000 7.274800 -0.176190 -0.51 0.06 1.12
H -17.264240 5.608550 0.221990 -0.10 0.50 0.55
H -18.184330 6.841660 -0.711860 0.18 -0.10 -0.25
H -16.995210 5.395700 -2.334800 -0.13 -0.29 -0.14
H -15.542020 5.212140 -1.466930 0.13 0.42 0.75
H -16.503160 7.211530 -3.017070 0.32 0.55 -0.25
C -21.274960 7.909940 6.298160 -0.17 -0.73 0.29
C -21.255820 9.197700 7.112450 0.97 0.14 -2.10
O -19.911880 9.563430 7.436350 0.00 -0.27 1.16
H -22.235120 7.791110 5.796100 -0.21 -0.14 0.23
H -21.091970 7.067150 6.964740 -0.22 -0.17 -0.01
H -20.533480 7.788080 5.508560 0.24 0.69 0.07
H -21.891930 9.077510 7.989400 0.37 0.33 0.13
H -21.618850 9.975280 6.440390 -0.60 0.24 0.36
H -19.508170 10.107360 6.756080 -0.36 -0.09 -0.13
C -12.630360 -3.390650 3.026750 -0.91 -1.60 -0.24
C -14.124670 -3.215890 3.363180 2.01 1.47 0.58
O -14.928270 -3.607360 2.310440 -0.66 -0.32 -0.54
H -12.037260 -3.027310 3.865980 0.24 0.02 -0.37
H -12.317290 -3.086060 2.028090 -0.23 1.14 0.26
H -12.482130 -4.459050 2.869740 0.27 -0.38 0.68
H -14.218880 -2.153680 3.588890 -0.45 0.37 -0.15
H -14.344540 -3.694720 4.317360 -0.10 -0.56 -0.01
H -15.774330 -3.171430 2.435960 -0.18 -0.13 -0.21
C -12.309980 -1.298810 11.102270 0.79 -0.95 -0.57
C -10.842770 -1.292730 10.631570 -0.36 0.93 0.76
O -10.613090 -1.454120 9.266300 -0.33 -0.09 -0.73
H -12.880080 -2.189510 10.838170 0.26 -0.41 0.02
H -12.861850 -0.497100 10.611540 0.14 0.38 0.60
H -12.197660 -1.288140 12.186420 -0.73 0.52 0.06
H -10.174740 -1.953250 11.184340 -0.31 -0.33 0.33
H -10.540300 -0.279060 10.894430 0.48 0.07 -0.18
H -11.119130 -2.226630 9.004130 0.07 -0.12 -0.30
C -13.709820 8.608400 12.688810 0.05 -0.24 -0.56
C -15.017100 9.022480 12.094370 -0.89 1.13 -0.26
O -15.168550 8.327710 10.866020 0.34 -0.83 -0.04
H -13.518610 8.996070 13.689440 -0.14 0.04 -0.11
H -12.948520 8.948160 11.986620 0.35 -0.24 0.26
H -13.756620 7.519450 12.699190 0.47 -0.06 0.20
H -15.053720 10.087210 11.863910 0.23 0.31 0.18
H -15.828900 8.868980 12.805370 -0.30 -0.45 -0.07
H -15.948850 8.554190 10.354690 -0.12 0.33 0.40
C -16.749940 2.410170 5.821940 -0.77 0.18 0.80
C -17.910860 1.432640 5.903540 -0.10 0.51 -0.27
O -18.088270 0.843190 4.628880 0.14 -0.44 -0.04
H -16.826370 3.126680 5.004090 0.07 -0.44 -0.30
H -15.802060 1.873340 5.859860 0.02 0.28 -0.23
H -16.873750 3.030460 6.709640 0.51 0.03 0.28
H -18.843070 1.912960 6.200830 -0.07 0.47 -0.06
H -17.722200 0.732500 6.717370 0.24 -0.52 -0.16
H -18.850390 0.260150 4.657570 -0.05 -0.08 -0.03
C -26.390500 1.027600 6.945870 0.50 0.15 0.42
C -25.721670 1.054200 8.313240 1.17 -0.53 0.06
O -25.582720 2.367240 8.807080 -0.89 1.23 0.03
H -27.444020 1.247640 7.118450 0.04 0.38 -0.55
H -26.318780 0.078280 6.415070 0.00 -0.30 0.48
H -25.844890 1.718670 6.303350 -0.54 0.42 -0.02
H -24.676470 0.745330 8.296880 -0.12 -1.08 -0.49
H -26.276490 0.434780 9.017940 -0.04 -0.12 0.12
H -24.805400 2.429770 9.366940 -0.11 -0.13 -0.03
C -21.578750 -6.872890 2.499170 -0.75 -0.19 -1.24
C -21.996820 -5.398720 2.682570 0.39 -1.60 1.34
O -21.110570 -4.844410 3.643170 0.39 1.04 -0.09
H -22.119010 -7.325010 1.667430 0.07 0.20 -0.52
H -21.876030 -7.584460 3.269490 0.20 0.57 0.75
H -20.513770 -6.975840 2.291010 -0.04 0.14 0.10
H -22.998010 -5.363440 3.112090 -0.35 0.08 -0.39
H -21.956910 -4.802770 1.770780 0.20 -0.12 0.13
H -21.145920 -5.361040 4.451520 -0.11 -0.11 -0.07
C -18.964450 1.491530 13.559610 1.53 -0.28 1.02
C -19.425890 2.178040 12.333120 -1.36 -0.59 -0.58
O -20.748490 2.629670 12.561980 -0.58 0.72 -0.23
H -19.696220 0.948500 14.157720 -0.44 0.30 -0.41
H -18.539740 2.295160 14.161200 0.17 -0.35 0.61
H -18.186290 0.754170 13.362480 0.32 0.17 -0.07
H -19.542030 1.485450 11.499490 0.34 0.13 -0.19
H -18.789130 3.025010 12.077630 0.23 -0.20 -0.26
H -20.684820 3.394310 13.138920 -0.22 0.09 0.11
```
Positions in Å, forces in eV/Å.



Record 3
Entry from the Open Molecules 2025 dataset: a single C5H7NO2 molecule in a non-equilibrium geometry (the ωB97M-V functional and the def2-TZVPD basis).

* charge: 0
* SMILES string: COn1cccc1O
* Kohn-Sham gap: 8.872 eV
* E_tot: -399.857531 Eh
* energy above the lowest of the compared OMol25 structures with the same formula, charge and spin: 283.6 kJ/mol
* multiplicity: 1

Geometry as XYZ:
```
15
Properties=species:S:1:pos:R:3:forces:R:3
C 2.111959 -0.359302 0.458597 1.33 -0.20 -0.21
C -0.870777 -1.243555 -0.433703 -0.30 0.20 0.85
C -2.062687 -0.675207 -0.040523 -0.92 0.24 0.47
C -1.890541 0.777609 0.139647 -0.88 -1.26 0.13
C -0.577795 1.009583 -0.163777 -0.39 0.55 0.22
H 1.905198 -1.326583 1.016315 0.16 1.13 -0.90
H 3.184082 -0.297851 0.092028 -1.24 -0.40 0.53
H 1.961153 0.509818 1.108774 -0.21 -0.25 -0.01
H -0.480671 -2.263222 -0.476924 -0.42 0.52 -0.23
H -3.001923 -1.237868 0.172746 1.03 0.64 -0.29
H -2.671661 1.455687 0.523676 0.78 -0.38 -0.58
H 0.873992 1.903025 -0.945562 -0.74 0.51 0.96
N -0.005916 -0.184630 -0.429293 1.59 0.12 -0.66
O 1.340981 -0.206227 -0.756584 -0.25 -0.65 0.53
O 0.184599 2.138716 -0.265410 0.45 -0.77 -0.81
```
Positions in Å, forces in eV/Å.



> Among the records above, which one has the lowest E_tot?

C16H16BrFeN5O2S4Sb